Density functional theory data (wB97M-V/def2-TZVPD) for a cluster of 8 separate species, C34H69IN3O23 in total.

```
130
Properties=species:S:1:pos:R:3:lowdin_charge:R:1
C 1.76 -0.61 1.13 -0.05
O 0.70 -0.71 0.20 -0.17
C -0.38 -1.48 0.61 -0.20
N -1.56 -0.90 -0.03 -0.02
C -1.75 0.40 0.40 -0.49
N -1.59 1.33 -0.45 -0.25
I -1.00 0.98 -2.38 1.13
N -2.16 0.73 1.65 0.10
C -3.10 -0.30 2.16 -0.12
C -3.82 -0.89 0.97 -0.09
C -2.84 -1.69 0.16 -0.32
O -2.62 -2.89 0.83 0.02
H 2.26 0.32 0.97 0.09
H 1.42 -0.63 2.15 0.08
H 2.49 -1.38 0.97 0.09
H -0.50 -1.47 1.69 0.11
H -0.23 -2.48 0.28 0.14
H -1.80 2.28 -0.18 0.10
H -1.38 0.90 2.28 0.16
H -2.56 -1.10 2.63 0.12
H -3.78 0.11 2.87 0.12
H -4.32 -0.15 0.37 0.14
H -4.55 -1.59 1.31 0.13
H -3.25 -1.89 -0.81 0.14
H -2.42 -3.57 0.17 0.08
C -0.94 8.91 -1.34 -0.06
C -1.31 7.56 -1.91 -0.19
O -0.75 6.48 -1.14 0.03
C -1.35 6.20 0.00 -0.61
O -2.33 6.72 0.46 0.14
O -0.67 5.19 0.59 -0.03
C -1.16 4.83 1.88 -0.05
H 0.14 9.00 -1.25 0.08
H -1.30 9.70 -1.99 0.09
H -1.37 9.05 -0.35 0.08
H -0.90 7.44 -2.91 0.12
H -2.39 7.43 -1.98 0.12
H -2.23 4.61 1.85 0.09
H -0.97 5.63 2.60 0.10
H -0.61 3.94 2.18 0.08
C 1.69 -1.18 -3.79 -0.09
C 1.21 -0.70 -5.14 -0.23
O 2.26 -0.29 -6.01 0.05
C 2.95 -1.32 -6.55 -0.60
O 2.75 -2.48 -6.29 0.11
O 3.86 -0.83 -7.37 0.02
C 4.71 -1.81 -7.97 -0.02
H 2.30 -0.41 -3.30 0.08
H 0.84 -1.41 -3.14 0.04
H 2.30 -2.07 -3.88 0.07
H 0.57 0.18 -5.03 0.09
H 0.61 -1.47 -5.63 0.13
H 4.13 -2.59 -8.46 0.10
H 5.36 -2.25 -7.22 0.10
H 5.31 -1.29 -8.71 0.10
C 1.20 -4.77 3.22 -0.05
C 0.11 -3.90 3.79 -0.23
O -0.16 -4.20 5.17 0.04
C 0.73 -3.71 6.03 -0.62
O 1.68 -3.02 5.75 0.12
O 0.38 -4.10 7.25 0.02
C 1.30 -3.70 8.28 -0.01
H 0.95 -5.83 3.36 0.09
H 1.32 -4.58 2.15 0.07
H 2.15 -4.59 3.71 0.08
H -0.83 -4.08 3.27 0.12
H 0.35 -2.84 3.69 0.10
H 1.48 -2.63 8.26 0.07
H 2.24 -4.24 8.17 0.11
H 0.85 -3.97 9.23 0.10
C 2.53 2.76 11.73 -0.06
C 3.55 2.11 10.83 -0.20
O 3.03 0.93 10.18 0.04
C 2.23 1.16 9.15 -0.61
O 1.92 2.23 8.69 0.12
O 1.82 -0.03 8.68 0.00
C 0.90 0.05 7.59 -0.04
H 2.14 2.04 12.45 0.08
H 2.98 3.59 12.27 0.08
H 1.68 3.14 11.15 0.07
H 4.40 1.76 11.41 0.12
H 3.93 2.80 10.08 0.12
H 1.29 0.67 6.79 0.10
H -0.05 0.44 7.94 0.10
H 0.76 -0.96 7.22 0.06
C -7.89 -3.60 -3.05 -0.06
C -6.70 -4.37 -3.58 -0.20
O -5.92 -3.58 -4.50 0.05
C -5.12 -2.67 -3.97 -0.61
O -4.95 -2.46 -2.79 0.09
O -4.50 -2.02 -4.96 0.02
C -3.66 -0.97 -4.51 -0.07
H -8.50 -3.22 -3.88 0.09
H -8.51 -4.25 -2.43 0.08
H -7.58 -2.75 -2.45 0.07
H -7.03 -5.23 -4.15 0.13
H -6.06 -4.73 -2.77 0.12
H -2.95 -1.35 -3.76 0.06
H -4.25 -0.16 -4.09 0.10
H -3.11 -0.61 -5.37 0.10
C 1.53 -5.84 -5.11 -0.05
C 1.83 -5.57 -3.65 -0.20
O 0.76 -4.89 -2.97 0.03
C -0.28 -5.64 -2.63 -0.61
O -0.39 -6.83 -2.80 0.14
O -1.17 -4.87 -2.00 -0.01
C -2.37 -5.56 -1.63 -0.02
H 1.27 -4.92 -5.62 0.07
H 2.41 -6.27 -5.59 0.09
H 0.70 -6.54 -5.23 0.08
H 2.68 -4.90 -3.56 0.12
H 2.07 -6.49 -3.11 0.12
H -2.14 -6.44 -1.04 0.11
H -2.94 -5.84 -2.51 0.11
H -2.95 -4.86 -1.03 0.07
C 2.44 5.10 -1.95 -0.06
C 3.25 6.34 -1.63 -0.21
O 4.29 6.57 -2.59 0.04
C 3.88 7.09 -3.74 -0.61
O 2.75 7.40 -4.02 0.12
O 4.95 7.23 -4.53 0.01
C 4.66 7.74 -5.83 -0.03
H 3.10 4.23 -2.05 0.08
H 1.71 4.90 -1.16 0.06
H 1.90 5.22 -2.89 0.08
H 3.76 6.22 -0.67 0.12
H 2.61 7.22 -1.55 0.12
H 4.11 8.67 -5.78 0.10
H 4.11 7.01 -6.41 0.10
H 5.62 7.92 -6.31 0.09
```

Output
E_LUMO = -3.97 eV
net charge = +1
total energy = -3529.1990 Ha
largest force on an atom = 1.33 eV Å⁻¹
gap between HOMO and LUMO = 8.3106 eV

Density functional theory data (wB97M-V/def2-TZVPD) for a cluster of 8 separate species, C34H70Cl2N6O12P2 in total.

```
126
Properties=species:S:1:pos:R:3:lowdin_charge:R:1
C -1.56 -6.14 9.62 -0.14
N -0.63 -5.50 8.68 -0.30
C -0.94 -4.06 8.57 -0.13
P 0.96 -6.31 8.48 0.72
O 0.70 -7.80 8.44 -0.32
N 1.87 -5.63 7.13 -0.31
C 2.85 -6.58 6.58 -0.13
C 2.37 -4.24 7.05 -0.12
N 1.91 -5.90 9.92 -0.30
C 2.10 -4.55 10.56 -0.10
C 3.04 -6.83 10.16 -0.14
H -1.22 -7.12 9.95 0.07
H -2.47 -6.38 9.08 0.09
H -1.65 -5.62 10.57 0.08
H -1.99 -3.81 8.41 0.08
H -0.34 -3.61 7.78 0.05
H -0.66 -3.62 9.52 0.06
H 3.30 -6.09 5.71 0.08
H 3.62 -6.85 7.30 0.06
H 2.31 -7.51 6.41 0.07
H 3.17 -4.00 7.75 0.07
H 2.50 -3.94 6.01 0.09
H 1.56 -3.59 7.36 0.05
H 2.61 -4.68 11.51 0.08
H 2.73 -3.87 9.99 0.06
H 1.12 -4.10 10.72 0.06
H 3.06 -7.34 11.12 0.08
H 3.99 -6.34 9.92 0.08
H 2.86 -7.64 9.46 0.05
C 9.23 2.53 -5.73 -0.12
N 7.75 2.82 -5.40 -0.27
C 7.01 2.90 -6.70 -0.10
P 7.26 3.47 -3.92 0.58
O 5.83 3.18 -3.45 -0.32
N 8.47 2.89 -2.82 -0.31
C 8.59 3.58 -1.50 -0.11
C 8.75 1.42 -2.75 -0.11
N 7.79 5.01 -4.14 -0.34
C 6.73 5.98 -4.48 -0.09
C 9.13 5.44 -4.42 -0.11
H 9.76 2.48 -4.78 0.05
H 9.79 3.29 -6.28 0.06
H 9.44 1.57 -6.20 0.08
H 7.14 3.88 -7.18 0.07
H 5.94 2.89 -6.52 0.07
H 7.22 2.06 -7.36 0.08
H 9.57 3.82 -1.09 0.07
H 8.26 4.62 -1.62 0.07
H 8.06 2.99 -0.75 0.08
H 8.05 0.99 -2.03 0.07
H 8.49 0.94 -3.69 0.07
H 9.77 1.27 -2.39 0.08
H 5.82 5.78 -3.92 0.08
H 7.22 6.96 -4.47 0.08
H 6.41 5.93 -5.52 0.07
H 9.74 4.90 -3.70 0.08
H 9.34 6.49 -4.21 0.09
H 9.34 5.20 -5.46 0.07
O -0.48 3.36 -9.17 0.06
C -0.79 2.45 -8.36 -0.44
C -1.68 1.29 -8.70 -0.10
C -1.17 0.10 -7.85 -0.14
C -0.43 0.83 -6.66 -0.07
O -0.24 2.25 -7.13 0.00
H -2.76 1.41 -8.60 0.13
H -1.27 0.93 -9.65 0.12
H -1.99 -0.60 -7.69 0.11
H -0.48 -0.40 -8.54 0.10
H -1.06 0.93 -5.78 0.11
H 0.52 0.44 -6.30 0.12
O -5.73 2.97 -4.06 0.13
C -6.52 2.25 -4.59 -0.55
C -7.75 2.53 -5.31 -0.07
C -8.55 1.24 -5.26 -0.16
C -7.57 0.20 -4.84 -0.14
O -6.33 0.93 -4.55 0.03
H -8.32 3.31 -4.80 0.13
H -7.39 2.89 -6.28 0.14
H -9.39 1.25 -4.57 0.11
H -9.02 0.82 -6.15 0.12
H -7.95 -0.32 -3.95 0.12
H -7.37 -0.51 -5.64 0.12
O -9.09 1.44 7.02 0.08
C -8.14 1.57 6.23 -0.43
C -7.22 2.75 6.12 -0.09
C -6.21 2.46 5.02 -0.15
C -6.52 1.04 4.63 -0.17
O -7.75 0.68 5.27 0.03
H -7.83 3.61 5.84 0.13
H -6.85 2.82 7.14 0.13
H -6.50 3.07 4.16 0.11
H -5.19 2.64 5.37 0.12
H -6.49 0.85 3.56 0.12
H -5.73 0.38 4.96 0.12
O -4.65 -7.76 -6.49 0.12
C -5.05 -8.41 -5.58 -0.51
C -5.39 -7.84 -4.15 -0.07
C -6.38 -8.91 -3.64 -0.14
C -5.69 -10.16 -4.30 -0.18
O -5.23 -9.68 -5.51 0.06
H -4.55 -7.85 -3.44 0.12
H -5.73 -6.81 -4.12 0.11
H -6.37 -9.01 -2.56 0.11
H -7.38 -8.77 -4.04 0.11
H -4.84 -10.56 -3.74 0.13
H -6.38 -11.00 -4.26 0.13
O -2.36 9.37 2.39 0.09
C -1.86 9.22 1.28 -0.36
C -1.43 7.94 0.43 -0.05
C -0.85 8.66 -0.79 -0.19
C -0.50 10.06 -0.38 -0.20
O -1.34 10.40 0.69 -0.01
H -0.59 7.37 0.82 0.12
H -2.32 7.34 0.29 0.12
H 0.01 8.09 -1.14 0.11
H -1.54 8.74 -1.63 0.12
H 0.52 10.04 0.00 0.13
H -0.68 10.79 -1.18 0.13
Cl -1.01 -1.76 -0.40 0.49
C -0.83 -0.83 1.15 -0.62
C -0.45 0.74 1.07 -0.57
Cl 0.01 1.51 2.68 0.48
H -0.31 -1.53 1.81 0.05
H -1.81 -0.90 1.62 0.05
H -1.29 1.21 0.56 0.07
H 0.42 0.82 0.43 0.05
```

Output
E_LUMO = 0.17 eV
net charge = 0
total energy = -4171.9181 Ha
largest force on an atom = 4.75 eV Å⁻¹
gap between HOMO and LUMO = 8.4363 eV